DFT (wB97M-V/def2-TZVPD) results for the molecule C6H11N.

## Properties
Kohn-Sham gap: 9.29 eV
SMILES string: C=NC(=C)CCC
LUMO level: 0.0384 Eh
ΔE to the lowest compared entry with this formula, charge and spin: 52.0 kcal per mole

Bonds (Å) are listed after each position.
CARTESIAN COORDINATES (ANGSTROEM)
1 C 1.6654 -1.2574 -0.8254  C2 1.549, H8 1.091, H9 1.088, H10 1.087
2 C 0.1242 -1.4043 -0.8636  C1 1.549, C3 1.520, H11 1.094, H12 1.091
3 C -0.5933 -0.6904 0.2705  C2 1.520, C4 1.500, H13 1.092, H14 1.093
4 C -0.2145 0.7353 0.5408  C3 1.500, C5 1.345, N7 1.399
5 C 0.7749 1.1209 1.3667  C4 1.345, H15 1.080, H16 1.077
6 C -2.0722 2.0858 0.0593  N7 1.260, H17 1.087, H18 1.095
7 N -0.9194 1.6675 -0.2282  C4 1.399, C6 1.260
8 H 2.0116 -1.6371 0.1369  C1 1.091
9 H 1.9460 -0.2083 -0.8950  C1 1.088
10 H 2.0876 -1.8553 -1.6287  C1 1.087
11 H 0.0700 -2.4934 -0.7731  C2 1.094
12 H -0.2187 -1.2449 -1.8868  C2 1.091
13 H -0.3345 -1.2770 1.1541  C3 1.092
14 H -1.6482 -0.6773 -0.0158  C3 1.093
15 H 1.2550 2.0549 1.1129  C5 1.080
16 H 1.0949 0.4558 2.1513  C5 1.077
17 H -2.6452 2.4656 -0.7822  C6 1.087
18 H -2.3838 2.1596 1.1063  C6 1.095